Density functional theory data (ωB97M-V/def2-TZVPD) for the molecule C6H10O.

Summary:
- frontier orbital gap (eV) = 10.775
- SMILES string = C=C[C@H]1CO[C@H]1C
- DFT total energy (hartree) = -309.7948
- LUMO (eV) = 1.1
- energy above the lowest of the compared OMol25 structures with the same formula, charge and spin (kcal per mole) = 29.86

```
! wB97M-V def2-TZVPD RIJCOSX def2/J DEFGRID3
* xyz 0 1
C 0.685 -2.284 0.271
C 0.756 -1.104 -0.338
C 0.729 0.224 0.364
C 1.165 1.437 -0.476
O -0.163 1.971 -0.510
C -0.636 0.971 0.411
C -1.886 0.270 -0.071
H 0.697 -3.214 -0.292
H 0.620 -2.363 1.355
H 0.829 -1.074 -1.426
H 1.219 0.147 1.340
H 1.871 2.118 0.017
H 1.537 1.206 -1.484
H -0.815 1.419 1.400
H -2.177 -0.515 0.637
H -1.723 -0.197 -1.047
H -2.709 0.989 -0.152
*
```

Here are the natural (NBO) charges for atoms 1 to 5, given in e: atom 1 (C): -0.389, atom 2 (C): -0.175, atom 3 (C): -0.318, atom 4 (C): -0.045, atom 5 (O): -0.536